No. 1
C15H28O2 | ωB97M-V with the def2-TZVPD basis set

Results
Kohn-Sham gap: 0.4195 Ha
F_max: 0.013 Eh/bohr
Energy relative to the best compared isomer or geometry (same formula, charge and spin): 0.00 kcal/mol
LUMO energy: 0.037 Eh
DFT total energy: -20105.483 eV

Cartesian coordinates (Å):
O 1.11 1.10 1.40
C 1.57 1.88 0.60
C 0.92 3.18 0.19
C -0.60 3.12 0.31
C -1.24 2.33 -0.83
C -2.72 2.04 -0.56
C -2.90 0.83 0.36
C -2.89 -0.48 -0.41
C -2.72 -1.70 0.51
C -1.26 -1.98 0.87
C -0.52 -2.69 -0.27
C 0.88 -3.16 0.12
C 1.88 -2.03 0.38
C 2.18 -1.20 -0.87
C 3.52 -0.45 -0.78
C 3.56 0.60 0.33
O 2.75 1.74 0.00
H 1.32 3.95 0.86
H 1.23 3.43 -0.83
H -1.01 4.13 0.32
H -0.84 2.65 1.26
H -0.70 1.39 -0.96
H -1.14 2.91 -1.76
H -3.17 2.93 -0.11
H -3.24 1.85 -1.50
H -3.85 0.92 0.90
H -2.10 0.82 1.11
H -3.82 -0.57 -0.97
H -2.07 -0.47 -1.14
H -3.29 -1.52 1.42
H -3.14 -2.58 0.03
H -1.23 -2.63 1.75
H -0.76 -1.05 1.12
H -0.45 -2.03 -1.14
H -1.10 -3.57 -0.57
H 0.81 -3.77 1.02
H 1.27 -3.79 -0.68
H 1.51 -1.38 1.17
H 2.82 -2.48 0.73
H 1.38 -0.48 -1.04
H 2.23 -1.86 -1.74
H 4.32 -1.16 -0.59
H 3.72 0.05 -1.73
H 3.21 0.19 1.28
H 4.57 0.99 0.44

=====

No. 2
C32H60O16 | ωB97M-V with the def2-TZVPD basis set

Results
Kohn-Sham gap: 0.3104 Ha
F_max: 0.248 Eh/bohr
Energy relative to the best compared isomer or geometry (same formula, charge and spin): 672.98 kcal/mol
LUMO energy: 0.006 Eh
DFT total energy: -66888.429 eV

Cartesian coordinates (Å):
O 0.28 -1.81 -3.16
C 1.49 -1.68 -2.97
O 2.46 -1.12 -3.80
C 2.15 -0.31 -4.89
C 3.23 -0.23 -5.97
C 2.14 -2.42 -1.94
H 1.83 0.70 -4.61
H 1.25 -0.74 -5.34
H 3.50 -1.27 -6.14
H 4.14 0.26 -5.62
H 2.77 0.14 -6.89
H 2.03 -2.00 -0.94
H 3.17 -2.60 -2.24
H 1.69 -3.41 -1.89
O 1.82 2.59 3.38
C 1.79 1.94 4.42
O 0.85 1.32 5.09
C -0.42 1.36 4.49
C -1.43 0.32 5.01
C 2.96 1.95 5.38
H -0.41 1.34 3.40
H -0.78 2.33 4.85
H -1.52 0.52 6.07
H -1.03 -0.69 4.94
H -2.45 0.46 4.64
H 3.13 0.94 5.77
H 2.80 2.65 6.19
H 3.82 2.27 4.80
O -3.16 -3.13 -0.79
C -2.56 -3.43 0.27
O -2.26 -2.67 1.36
C -2.84 -1.37 1.56
C -4.21 -1.47 2.26
C -2.06 -4.90 0.48
H -2.98 -0.73 0.69
H -2.26 -0.83 2.31
H -4.72 -0.54 2.54
H -4.04 -1.96 3.21
H -4.97 -2.05 1.73
H -0.98 -4.95 0.34
H -2.54 -5.50 -0.30
H -2.25 -5.27 1.49
O 5.47 2.37 -0.54
C 4.39 2.90 -0.92
O 3.28 2.39 -1.41
C 3.29 0.97 -1.64
C 1.88 0.41 -1.91
C 4.29 4.44 -0.68
H 3.87 0.43 -0.88
H 3.79 0.72 -2.58
H 1.48 0.96 -2.76
H 1.31 0.77 -1.05
H 1.76 -0.67 -1.93
H 5.02 5.06 -1.18
H 4.44 4.54 0.40
H 3.26 4.70 -0.95
O -0.11 2.46 -0.96
C 0.70 3.33 -0.75
O 1.54 3.52 0.28
C 1.38 2.74 1.45
C 2.34 1.43 1.44
C 0.87 4.46 -1.71
H 0.35 2.44 1.65
H 1.69 3.46 2.20
H 2.32 0.97 2.43
H 3.32 1.90 1.30
H 2.22 0.62 0.71
H -0.14 4.81 -1.92
H 1.42 4.14 -2.60
H 1.47 5.22 -1.22
O 1.17 -1.02 -0.72
C -0.05 -1.20 -0.74
O -0.95 -0.49 -0.14
C -0.62 0.66 0.55
C -0.36 0.38 2.03
C -0.58 -2.33 -1.52
H -1.56 1.22 0.48
H 0.19 1.20 0.07
H -1.19 0.00 2.62
H 0.00 1.24 2.60
H 0.44 -0.36 1.97
H -1.27 -2.87 -0.87
H 0.21 -2.96 -1.93
H -1.27 -2.07 -2.32
O -2.78 0.58 3.36
C -2.95 1.35 2.45
O -2.79 1.00 1.20
C -2.84 2.10 0.25
C -2.83 3.35 1.18
C -3.29 2.87 2.56
H -3.71 2.10 -0.41
H -1.98 2.04 -0.42
H -3.58 4.11 0.95
H -1.84 3.80 1.16
H -4.38 2.89 2.61
H -2.96 3.51 3.38
O -1.01 -4.88 -5.26
C -1.47 -4.95 -4.09
O -0.64 -5.18 -3.05
C -1.29 -5.06 -1.79
C -2.57 -4.32 -2.14
C -2.86 -4.64 -3.65
H -0.78 -4.41 -1.08
H -1.45 -6.06 -1.39
H -2.50 -3.24 -2.00
H -3.30 -4.75 -1.45
H -3.20 -3.65 -3.97
H -3.54 -5.45 -3.92